[1]
The following is a quantum chemistry calculation of C46H43F15Ge2O3PPtS3Si as an isolated structure, from OMol25.

```
115
Properties=species:S:1:pos:R:3:forces:R:3
Pt -1.25972 -0.29811 -0.22283 0.06 0.02 0.11
C -2.35730 -3.12424 -4.53754 -0.02 0.00 -0.01
C -2.75640 -2.89905 -3.09843 0.07 0.04 0.01
O -1.67847 -3.37028 -2.27614 -0.11 -0.08 -0.12
P -1.86634 -3.56033 -0.69968 -0.12 0.02 -0.03
S -3.03200 -2.12639 0.04399 0.20 0.02 -0.06
S -0.05860 -3.80566 0.03192 0.20 -0.03 0.17
O -2.75191 -4.88780 -0.53700 -0.06 0.06 -0.02
C -2.21174 -6.20039 -0.75130 0.03 -0.01 0.02
C -2.04540 -6.52091 -2.22134 0.03 -0.03 -0.01
H -3.18162 -2.85272 -5.19886 0.01 0.02 -0.01
H -2.10640 -4.17194 -4.70558 -0.03 -0.01 0.00
H -1.48827 -2.51843 -4.79281 0.02 0.00 0.02
H -3.67735 -3.43002 -2.84394 0.01 -0.03 -0.01
H -2.90909 -1.83821 -2.88662 -0.03 0.00 0.00
H -2.93006 -6.87096 -0.28105 0.00 -0.01 0.00
H -1.25970 -6.28080 -0.22251 -0.01 -0.01 0.00
H -2.97909 -6.35135 -2.76004 -0.01 0.00 0.00
H -1.76808 -7.57075 -2.33236 0.00 -0.01 -0.01
H -1.26456 -5.90825 -2.67007 -0.01 0.00 0.01
F 3.16704 1.61427 1.33617 -0.03 -0.10 0.03
C 3.91682 0.68159 1.95175 -0.06 0.09 0.11
C 4.17827 -0.51716 1.31050 -0.11 0.09 0.02
C 4.87256 -1.45682 2.04727 0.08 -0.06 0.08
F 5.13995 -2.67824 1.54919 -0.04 0.08 -0.05
C 5.33249 -1.20757 3.33051 0.03 -0.05 0.07
F 6.01713 -2.13891 4.01097 -0.07 0.10 -0.09
C 5.08117 0.01820 3.91737 0.09 0.05 0.20
F 5.52646 0.27628 5.15566 -0.10 -0.06 -0.23
C 4.36197 0.97655 3.22410 -0.01 0.07 0.09
F 4.10100 2.15781 3.79953 0.02 -0.14 -0.08
Ge 3.30619 -0.80342 -0.46754 0.35 -0.04 0.15
S 0.56972 -1.39533 -1.24372 -0.27 -0.03 -0.35
C 4.46661 -2.22728 -1.27602 -0.09 -0.18 0.00
C 3.94057 -3.39843 -1.79048 0.01 -0.03 -0.06
F 2.62509 -3.62506 -1.76151 -0.06 0.03 0.02
C 4.72189 -4.39168 -2.35776 0.05 -0.08 -0.05
F 4.17267 -5.50991 -2.85017 0.04 0.12 0.06
C 6.09105 -4.21980 -2.41591 0.11 -0.13 -0.08
F 6.86672 -5.16793 -2.95849 -0.11 0.16 0.08
C 6.65835 -3.06374 -1.91063 0.13 -0.01 -0.03
F 7.98893 -2.90151 -1.96282 -0.13 -0.01 0.01
C 5.84179 -2.09683 -1.35371 0.10 0.01 0.02
F 6.45725 -1.00940 -0.85535 -0.09 -0.01 -0.01
C 4.03619 0.70063 -1.58942 -0.28 -0.03 -0.21
C 4.82198 1.78532 -1.24599 0.06 0.10 0.15
F 5.35497 1.90646 -0.01982 0.03 -0.01 -0.16
C 5.13614 2.79446 -2.14215 0.08 0.10 0.02
F 5.89884 3.83013 -1.76564 -0.07 -0.10 -0.03
C 4.67716 2.72832 -3.44418 0.03 0.10 -0.12
F 4.98150 3.69830 -4.31581 -0.05 -0.16 0.13
C 3.92402 1.63959 -3.84477 0.00 0.06 -0.04
F 3.50557 1.54492 -5.11286 0.02 0.00 0.12
C 3.62703 0.66242 -2.91362 0.07 -0.04 -0.14
F 2.93079 -0.40008 -3.36076 -0.06 0.01 0.06
C -0.71703 0.24331 4.55191 -0.03 0.11 -0.01
Si -0.60665 -0.93589 3.09864 -0.12 0.22 -0.01
C -1.59205 -2.46101 3.53380 -0.14 -0.12 -0.10
C 1.18465 -1.42248 2.91190 0.09 0.04 -0.21
O -1.13231 -0.08655 1.79459 0.30 -0.18 0.65
H -0.44293 -0.25496 5.48481 0.00 0.01 0.03
H -1.72821 0.64481 4.66079 0.00 0.00 0.01
H -0.03263 1.08197 4.39882 0.00 0.01 0.03
H -1.20408 -2.88437 4.46477 0.02 0.00 0.02
H -1.49993 -3.21653 2.75257 0.00 -0.04 -0.03
H -2.65543 -2.25744 3.67483 0.00 0.00 0.04
H 1.69203 -1.50770 3.87589 -0.01 -0.01 0.03
H 1.66933 -0.63304 2.33442 0.06 -0.01 0.04
H 1.30994 -2.35766 2.36367 -0.02 -0.02 -0.03
C 0.78697 3.35145 -1.70857 -0.04 0.00 -0.04
C -0.23225 2.20781 -1.73374 0.10 0.03 0.03
C -0.11874 1.41533 -3.03086 -0.06 0.01 0.04
C -0.04489 1.37758 -0.46563 -0.21 0.01 0.05
H 0.69868 3.97974 -2.59890 -0.01 0.01 0.00
H 1.80641 2.95359 -1.67469 0.03 -0.01 -0.01
H 0.64425 3.98400 -0.82960 0.00 -0.01 0.02
H -1.22703 2.65399 -1.71267 0.07 -0.01 -0.02
H 0.84995 0.92538 -3.11657 0.09 -0.06 -0.01
H -0.24290 2.07544 -3.89326 0.01 0.01 -0.01
H -0.88168 0.63391 -3.08825 0.01 -0.01 0.01
H -0.24434 1.98545 0.41888 0.05 0.00 -0.01
H 0.99561 1.04929 -0.39433 -0.01 -0.01 0.01
C -4.50774 0.78140 -1.60253 -0.09 -0.02 -0.12
Ge -3.31173 1.18303 -0.11169 -0.05 0.01 -0.24
C -4.40624 0.97040 1.50590 -0.02 -0.06 0.08
C -4.28140 -0.04063 2.45173 -0.03 0.07 0.02
C -5.13724 -0.09926 3.54474 0.03 0.00 -0.02
C -6.12868 0.85713 3.70801 0.00 0.00 -0.01
C -6.26222 1.87432 2.77340 0.03 0.00 -0.02
C -5.40595 1.92948 1.68138 -0.02 -0.07 0.05
C -2.99280 3.11317 -0.16942 0.14 0.16 0.14
C -3.45017 3.82588 -1.24722 -0.03 0.15 0.03
C -3.24589 5.22237 -1.35390 -0.03 -0.12 -0.04
C -2.57160 5.88735 -0.37605 0.03 0.02 0.07
C -2.08632 5.19819 0.76459 0.04 0.09 0.00
C -1.37948 5.88023 1.78844 -0.05 0.01 -0.06
C -0.91706 5.20960 2.88073 0.01 -0.11 0.04
C -1.14464 3.81932 3.00655 0.03 0.13 0.01
C -1.81881 3.13751 2.03661 -0.03 0.01 -0.07
C -2.30313 3.80485 0.87818 -0.07 -0.08 -0.03
H -5.41333 1.38043 -1.48133 -0.03 -0.02 -0.06
H -4.77129 -0.27412 -1.55861 -0.01 -0.02 -0.01
H -4.05957 0.99435 -2.57327 0.03 0.01 0.00
H -3.49978 -0.77614 2.33982 0.03 -0.04 -0.01
H -5.02269 -0.89388 4.27217 0.00 -0.01 0.01
H -6.79256 0.81434 4.56237 0.00 0.00 0.01
H -7.02630 2.63162 2.89858 -0.01 0.01 0.00
H -5.51245 2.73946 0.96744 0.00 0.02 -0.01
H -3.97311 3.31847 -2.04842 0.00 0.00 -0.04
H -3.61830 5.75412 -2.22074 0.00 0.00 -0.01
H -2.39651 6.95435 -0.45323 0.01 0.01 0.01
H -1.21295 6.94616 1.68342 0.01 0.01 -0.01
H -0.36897 5.73639 3.65129 0.00 0.00 0.02
H -0.77438 3.28783 3.87331 0.00 0.01 0.02
H -1.95516 2.06732 2.14284 0.01 -0.01 -0.04
```
Positions in Å, forces in eV/Å.

Computed properties:
Net charge: -1
Spin multiplicity: 5
<S²>: 6.02
Highest occupied orbital energy (alpha / beta) in eV: -4.52 / -5.96
F_max in eV/Å: 0.7

---

[2]
The following is a quantum chemistry calculation of C26H24Br2F4N3O3Ru as an isolated structure, from OMol25.

```
63
Properties=species:S:1:pos:R:3:forces:R:3
Ru -0.66756 -3.70007 -1.04861 -0.19 0.07 -0.63
C 3.79888 2.38328 -0.54570 0.02 0.03 0.00
C 3.39219 1.79897 -1.88483 -0.09 -0.02 -0.04
N 2.23891 0.86919 -1.75430 0.10 0.00 0.00
C 2.49599 -0.42697 -1.66960 -0.01 0.05 -0.06
C 1.52861 -1.41318 -1.54387 0.04 0.07 0.02
C 2.07341 -2.82126 -1.58164 0.06 0.17 0.10
O 3.24746 -2.97798 -1.77385 0.09 -0.15 0.02
O 1.23288 -3.82176 -1.42830 -0.13 -0.09 -0.05
C 0.20120 -1.01276 -1.50207 -0.12 -0.09 -0.19
O -0.83332 -1.83362 -1.46609 0.08 0.02 0.45
C -0.10185 0.38167 -1.56907 0.10 0.09 -0.04
C -1.42755 0.85057 -1.53960 0.00 -0.02 -0.01
C -1.69155 2.17434 -1.66020 0.01 0.03 0.00
F -2.97587 2.55562 -1.66474 -0.04 -0.01 0.00
C -0.67587 3.16102 -1.81385 0.01 -0.08 0.02
C 0.63283 2.69347 -1.79925 -0.05 0.01 -0.02
C 0.93093 1.32665 -1.70647 -0.08 0.00 0.05
N -0.96850 4.50566 -1.96823 0.02 0.08 0.04
C -0.09646 5.39774 -2.71592 0.05 -0.01 -0.02
C 0.24460 6.62828 -1.88273 -0.06 0.04 0.04
N -1.00852 7.11508 -1.16554 0.04 0.00 0.00
C -2.25961 6.59125 -1.81161 0.05 0.02 0.01
C -2.29786 5.07197 -1.70134 -0.07 0.02 -0.02
H 4.62421 3.07913 -0.68987 0.01 0.00 0.00
H 4.13655 1.60086 0.13282 0.00 -0.01 0.00
H 2.97724 2.91759 -0.06821 0.00 0.01 0.01
H 4.19888 1.22113 -2.32914 0.02 0.00 0.04
H 3.12265 2.55941 -2.61538 0.01 -0.01 0.01
H 3.53155 -0.73648 -1.73728 0.00 -0.01 0.01
H -2.25359 0.15935 -1.45898 0.00 0.00 0.01
H 1.44345 3.40071 -1.84307 0.02 0.02 -0.01
H -0.56720 5.68726 -3.65956 -0.02 0.01 0.01
H 0.83021 4.90548 -2.99103 0.00 -0.01 0.00
H 0.60903 7.44541 -2.50155 0.01 -0.01 -0.02
H 0.97967 6.40899 -1.11185 0.01 0.00 -0.01
H -1.02718 8.13675 -1.15057 0.01 -0.01 0.01
H -0.98316 6.81895 -0.18793 -0.01 -0.02 -0.03
H -2.24465 6.94519 -2.83998 -0.03 -0.01 0.00
H -3.11826 7.03233 -1.31039 0.00 -0.01 0.00
H -3.06345 4.72278 -2.39622 0.03 0.01 -0.01
H -2.61262 4.79050 -0.69606 -0.02 -0.02 0.00
Br -3.28504 -3.92647 -1.09301 -0.03 -0.08 -0.02
C -3.04161 -5.63941 -1.97335 0.01 0.01 0.00
Br -1.18887 -5.71730 -2.58440 0.02 -0.01 0.28
H -3.70584 -5.71375 -2.82623 0.02 0.02 -0.02
H -3.18269 -6.42701 -1.24358 -0.01 -0.02 -0.03
F 1.19998 -6.73928 7.47236 0.02 0.00 -0.04
C 0.03784 -6.13694 7.25026 0.02 -0.04 0.08
F -0.94891 -6.99259 7.51636 -0.03 -0.01 -0.04
F -0.07095 -5.09533 8.07739 0.00 0.05 -0.02
C -0.08335 -5.65118 5.81194 0.03 -0.02 0.02
C 0.96797 -5.83929 4.91221 0.01 0.00 -0.04
C 0.83271 -5.37992 3.62685 0.12 -0.07 0.10
C -0.37349 -4.73405 3.23185 0.04 0.00 -0.03
C -1.43298 -4.56001 4.16864 -0.10 -0.02 0.12
C -1.27938 -5.01420 5.44840 -0.05 0.04 -0.05
C -0.50342 -4.29801 1.94077 -0.11 0.26 -0.47
C -0.62505 -3.92190 0.74719 0.15 -0.29 0.45
H 1.87045 -6.33776 5.23511 0.01 0.00 0.00
H 1.62516 -5.50144 2.90075 0.00 -0.01 0.01
H -2.34386 -4.07193 3.85040 0.00 0.00 0.01
H -2.06537 -4.89475 6.18175 -0.01 0.00 0.00
```
Positions in Å, forces in eV/Å.

Computed properties:
Net charge: +3
Spin multiplicity: 1
Highest occupied orbital energy (alpha / beta) in eV: -15.98 / -15.97
F_max in eV/Å: 0.7